[1]
The following is a DFT calculation (ωB97M-V/def2-TZVPD) of a cluster of 2 separate species, C5H10O2 in total.

The geometry in XYZ format:
```
17
Properties=species:S:1:pos:R:3:forces:R:3
C 2.2225 -1.3241 -0.1871 0.16 -0.08 0.03
C 0.9212 -1.1215 -0.9443 0.09 -0.10 -0.09
C -0.1703 -0.7263 -0.0161 0.08 -0.56 -0.21
O -0.1020 0.6132 0.4363 -0.61 0.08 -0.24
C -1.2164 0.1884 -0.4262 0.05 -0.19 -0.19
C -2.1380 2.4090 0.6865 -0.19 0.71 0.32
O -1.3497 2.3226 1.7150 -0.26 -0.02 -0.09
H 3.0258 -1.6376 -0.8565 0.00 0.03 0.11
H 2.5164 -0.3896 0.3037 0.01 -0.16 -0.09
H 2.1013 -2.0874 0.5900 0.07 0.07 -0.11
H 1.0244 -0.3281 -1.6938 0.02 -0.16 0.05
H 0.5891 -2.0294 -1.4581 0.21 -0.02 -0.04
H -0.4145 -1.4161 0.7919 0.07 -0.13 -0.13
H -0.6715 1.6294 1.4741 -0.22 0.32 0.16
H -2.2195 0.0642 -0.0224 0.46 0.26 0.25
H -1.2011 0.6973 -1.3861 0.09 -0.28 0.09
H -2.9178 3.1360 0.9931 -0.02 0.21 0.20
```
Forces are in eV/Å.

Computed properties:
* charge: 0
* HOMO-LUMO gap: 9.021 eV



[2]
The following is a DFT calculation (ωB97M-V/def2-TZVPD) of the molecule C5H10O2.

The geometry in XYZ format:
```
17
Properties=species:S:1:pos:R:3:forces:R:3
O 2.4029 0.1270 0.8486 0.33 0.01 -0.03
C 1.6009 -0.5473 -0.1025 -0.31 -0.19 -0.29
C 0.1544 -0.4036 0.3238 -0.02 -0.03 0.02
C -0.3454 1.0505 0.3445 0.02 0.08 0.03
C -1.8179 0.9417 -0.1079 -0.02 0.31 0.05
O -2.0787 -0.4338 -0.3557 -0.09 -0.06 0.00
C -0.8445 -1.0597 -0.6290 0.21 -0.18 -0.06
H 3.3230 0.0574 0.5686 -0.12 0.05 0.12
H 1.7241 -0.1115 -1.1093 0.00 -0.04 0.18
H 1.8707 -1.6146 -0.1669 -0.02 0.18 0.04
H 0.0379 -0.8481 1.3191 0.01 0.04 -0.11
H -0.2402 1.5022 1.3336 -0.03 -0.06 -0.15
H 0.2384 1.6604 -0.3555 -0.10 -0.10 0.09
H -1.9963 1.5289 -1.0206 0.04 -0.11 0.10
H -2.5307 1.2814 0.6503 0.12 -0.07 -0.09
H -0.5416 -0.8939 -1.6787 -0.04 0.01 0.11
H -0.9682 -2.1352 -0.4734 0.02 0.14 -0.01
```
Forces are in eV/Å.

Computed properties:
* structure (SMILES): OC[C@H]1CCOC1
* charge: 0
* HOMO-LUMO gap: 10.554 eV



[3]
The following is a DFT calculation (ωB97M-V/def2-TZVPD) of a cluster of 2 separate species, C5H10O2 in total.

The geometry in XYZ format:
```
17
Properties=species:S:1:pos:R:3:forces:R:3
C -2.1437 -1.6461 -0.1122 0.81 -1.12 0.20
C -1.0261 -0.8485 0.4578 0.04 0.83 -0.16
C -0.6204 0.3730 0.0853 -0.49 -0.13 -0.19
C 0.5574 1.0491 0.5872 -0.74 1.05 0.17
C 1.0045 2.1927 0.0186 0.26 -0.22 1.59
O 2.2377 2.6862 0.3134 -0.11 0.25 -0.07
H -2.6979 -2.0947 0.7146 -0.48 0.26 -0.18
H -1.6417 -2.5173 -0.5548 -0.23 -0.05 -0.22
H -2.7628 -1.2122 -0.8882 -0.11 0.39 0.21
H -0.4500 -1.3848 1.2055 0.05 0.11 0.15
H -1.1187 0.8813 -0.7448 -0.12 -0.15 0.14
H 0.8514 0.8429 1.6177 0.92 -0.66 -0.51
H 0.3671 2.9556 -0.4133 0.16 -0.44 -1.01
H 2.8118 1.9537 0.5707 -0.15 0.10 0.08
O 1.6353 -1.2308 -1.3184 0.26 0.01 0.48
H 2.2046 -1.1294 -0.5367 -0.20 -0.09 -0.48
H 0.7917 -0.8707 -1.0025 0.14 -0.13 -0.18
```
Forces are in eV/Å.

Computed properties:
* structure (SMILES): C/C=C/C=C/O.O
* charge: 0
* HOMO-LUMO gap: 8.869 eV



[4]
The following is a DFT calculation (ωB97M-V/def2-TZVPD) of the molecule C5H10O2.

The geometry in XYZ format:
```
17
Properties=species:S:1:pos:R:3:forces:R:3
C 0.5729 -1.4746 1.8229 0.03 -0.01 -0.08
C -0.0411 -0.7583 0.6152 0.30 -0.30 1.18
C 0.4545 0.6147 0.3559 -0.20 0.34 -0.06
O 1.5854 0.5338 -0.5225 0.27 0.27 0.19
C -0.7212 1.1999 -0.4359 0.18 -0.02 0.06
C -0.8676 0.0780 -1.4094 -0.68 0.13 -0.34
O -0.3208 0.3670 -2.6109 0.20 -0.24 -0.37
H -0.1775 -2.0622 2.3709 0.18 0.00 -0.32
H 0.9174 -0.7005 2.5362 -0.06 -0.17 -0.28
H 1.4430 -2.1170 1.6540 -0.10 0.07 -0.23
H -1.1071 -0.9110 0.6064 -0.19 0.33 0.10
H 0.7733 1.1801 1.2531 -0.23 -0.11 -0.05
H 1.8094 1.4329 -0.7997 0.03 -0.16 0.07
H -1.6041 1.3423 0.1923 0.15 0.01 -0.08
H -0.4711 2.1443 -0.9320 -0.06 -0.17 -0.03
H -1.7772 -0.5215 -1.4550 0.15 0.01 0.10
H -0.4682 -0.3480 -3.2414 0.02 0.01 0.14
```
Forces are in eV/Å.

Computed properties:
* charge: 0
* HOMO-LUMO gap (spin up / spin down): 7.856 / 8.552 eV



[5]
The following is a DFT calculation (ωB97M-V/def2-TZVPD) of a cluster of 3 separate species, C5H10O2 in total.

The geometry in XYZ format:
```
17
Properties=species:S:1:pos:R:3:forces:R:3
C -0.6945 -1.0540 0.9035 -0.05 0.18 0.02
C -0.7801 0.2587 1.0862 -0.01 -0.19 -0.03
C -1.3760 0.8960 -0.1388 0.04 0.23 0.14
O -1.4405 -0.1507 -1.0993 -0.04 0.01 -0.07
C -1.2139 -1.4010 -0.4661 0.06 -0.25 0.07
H -0.3308 -1.7888 1.6141 -0.06 0.12 -0.10
H -0.4921 0.8149 1.9716 -0.05 -0.09 -0.12
H -0.7650 1.7124 -0.5442 -0.08 -0.12 0.07
H -2.3812 1.2986 0.0667 0.13 -0.06 -0.03
H -0.4982 -1.9775 -1.0703 -0.09 0.07 0.09
H -2.1453 -1.9875 -0.4127 0.11 0.08 0.00
H 1.9177 2.3100 -0.1780 -0.05 0.10 -0.03
H 1.4696 2.8467 -0.4396 0.04 -0.03 0.01
C 2.0838 -0.4571 -0.2600 0.22 0.17 0.20
O 2.8463 0.2392 0.3622 -0.31 -0.36 -0.29
H 1.3703 -0.0479 -1.0019 0.11 0.03 0.08
H 2.0574 -1.5575 -0.1247 0.04 0.13 0.00
```
Forces are in eV/Å.

Computed properties:
* structure (SMILES): C1=CCOC1.[H][H].C=O
* charge: 0
* HOMO-LUMO gap: 10.237 eV



[6]
The following is a DFT calculation (ωB97M-V/def2-TZVPD) of a cluster of 2 separate species, C5H10O2 in total.

The geometry in XYZ format:
```
17
Properties=species:S:1:pos:R:3:forces:R:3
C -2.6288 1.7073 0.9106 -0.02 0.29 1.16
C -1.7199 0.6090 0.4594 0.05 -1.14 -2.61
C -0.5725 0.7324 -0.2758 -2.04 -0.20 -1.06
C 0.1557 -0.4062 -0.8985 -0.42 0.63 0.87
C 1.3873 -0.1793 -1.3772 -1.15 0.08 0.44
O 2.1772 -1.2102 -1.7329 -0.20 -1.35 -2.20
H -3.5222 1.9068 0.2511 0.98 -0.39 0.55
H -2.9981 1.3432 1.9127 0.03 0.84 -0.87
H -2.0552 2.6508 1.0615 -0.56 -0.55 -0.12
H -2.2575 -0.4022 0.4396 1.34 1.10 0.61
H -0.3137 1.6908 -0.7894 0.10 -0.34 1.39
H -0.3074 -1.4339 -0.8982 0.81 1.06 0.31
H 1.8214 0.7779 -1.6426 -0.14 0.35 0.76
H 1.6320 -1.5963 -2.4628 1.22 -0.38 0.75
O 1.0352 -1.0804 2.3804 0.13 0.07 0.97
H 1.0274 -1.1001 1.4339 -0.03 0.03 -0.93
H 1.5425 -0.2918 2.6040 -0.10 -0.10 -0.04
```
Forces are in eV/Å.

Computed properties:
* structure (SMILES): C/C=C/C=C/O.O
* charge: 0
* HOMO-LUMO gap: 9.198 eV



[7]
The following is a DFT calculation (ωB97M-V/def2-TZVPD) of the molecule C5H10O2.

The geometry in XYZ format:
```
17
Properties=species:S:1:pos:R:3:forces:R:3
C 1.1226 1.0872 1.0904 -0.36 0.52 0.23
C 0.2322 0.3312 0.5089 2.11 -6.59 -0.98
C 0.6563 -1.4579 0.2990 0.61 2.77 1.16
O 1.5496 -1.7976 1.3124 0.37 -0.55 0.29
C -0.9007 0.2258 -0.3228 -2.63 5.73 0.77
C -0.7095 0.2298 -1.8214 -0.07 0.08 0.28
O -1.4506 1.8357 0.0304 -0.20 -1.92 -1.48
H 1.9918 0.6419 1.5559 0.04 -0.06 -0.07
H 0.9689 2.1535 1.1516 0.04 0.14 0.06
H -0.2126 -2.1254 0.2761 -0.15 0.39 0.00
H 1.2031 -1.5104 -0.6414 -0.09 -0.02 0.01
H 1.0921 -1.7843 2.1608 0.02 0.03 -0.14
H -1.7088 -0.4088 0.0465 0.25 0.02 -0.11
H 0.1222 0.8734 -2.0980 0.08 -0.04 0.08
H -1.6088 0.6371 -2.2770 -0.10 -0.13 -0.01
H -0.5325 -0.7788 -2.1957 -0.02 0.00 -0.01
H -1.8155 1.8476 0.9242 0.08 -0.38 -0.09
```
Forces are in eV/Å.

Computed properties:
* structure (SMILES): C=C(CO)[C@H](C)O
* charge: 0
* HOMO-LUMO gap: 9.580 eV



[8]
The following is a DFT calculation (ωB97M-V/def2-TZVPD) of a cluster of 2 separate species, C5H10O2 in total.

The geometry in XYZ format:
```
17
Properties=species:S:1:pos:R:3:forces:R:3
C 1.5758 -0.8031 -2.6145 -0.60 -0.03 -0.38
C 0.4507 -0.3755 -2.0478 0.39 0.55 0.03
C 0.1905 -0.0806 -0.6309 0.43 -1.14 -0.01
O -1.1408 -0.2413 -0.3491 0.28 0.81 -0.15
C 1.1223 0.1497 0.3005 -0.51 0.37 0.49
C 0.7969 0.8325 1.5913 0.93 0.95 0.06
H 2.5444 -0.8953 -2.1519 -0.05 -0.41 0.37
H 1.4779 -1.0903 -3.6526 0.46 0.35 -0.20
H -0.3396 -0.0309 -2.7125 -0.33 -0.76 0.14
H -1.2498 -0.2571 0.6121 -0.33 0.18 -0.11
H 2.1496 -0.1424 0.1754 0.29 0.43 -0.64
H -0.2302 1.1595 1.6587 -0.49 -0.54 0.43
H 1.2297 0.3741 2.4751 -0.61 -0.55 0.29
H 1.3040 1.8129 1.6382 0.15 -0.15 -0.44
O -3.0282 -0.0264 1.6353 -0.18 0.03 0.37
H -3.4217 0.5101 2.3371 0.14 -0.12 -0.18
H -3.4315 -0.8958 1.7356 0.00 0.04 -0.05
```
Forces are in eV/Å.

Computed properties:
* structure (SMILES): C=C/C(O)=C/C.O
* charge: 0
* HOMO-LUMO gap: 8.266 eV



[9]
The following is a DFT calculation (ωB97M-V/def2-TZVPD) of a cluster of 2 separate species, C5H10O2 in total.

The geometry in XYZ format:
```
17
Properties=species:S:1:pos:R:3:forces:R:3
C 1.8797 -0.1054 -0.7643 -0.20 -0.01 -0.10
C 0.6096 -0.3731 -1.0631 0.20 0.04 0.03
C -0.5859 0.4904 -0.7748 0.04 0.02 -0.09
C -1.8935 -0.2439 -0.4294 -0.10 -0.25 -0.30
O -2.0593 0.5077 0.7757 -0.14 0.03 0.13
C -0.7795 1.1311 0.6180 0.28 0.25 0.05
H 2.6718 -0.8094 -1.0053 -0.13 0.13 0.01
H 2.1855 0.8206 -0.2785 -0.12 -0.12 -0.02
H 0.3885 -1.3131 -1.5724 0.03 0.12 0.04
H -0.7275 1.2202 -1.5798 0.03 -0.13 0.09
H -1.7600 -1.3178 -0.2300 -0.03 0.16 0.00
H -2.7330 -0.1085 -1.1207 0.10 -0.02 0.10
H -0.8539 2.2241 0.6468 0.02 -0.16 -0.02
H -0.0742 0.7890 1.3842 -0.13 0.09 -0.12
O 1.2476 -1.1909 2.1360 -0.03 0.05 -0.05
H 1.5819 -0.2978 1.9929 0.07 -0.16 0.12
H 0.9021 -1.4232 1.2646 0.10 -0.04 0.13
```
Forces are in eV/Å.

Computed properties:
* structure (SMILES): C=CC1COC1.O
* charge: 0
* HOMO-LUMO gap: 10.690 eV



[10]
The following is a DFT calculation (ωB97M-V/def2-TZVPD) of a cluster of 2 separate species, C5H10O2 in total.

The geometry in XYZ format:
```
17
Properties=species:S:1:pos:R:3:forces:R:3
C 2.7193 0.0649 1.1478 -0.26 -0.70 -0.43
C 1.3816 -0.0205 1.1633 0.00 0.03 -0.80
C 0.7058 -1.1056 0.4198 -0.30 1.75 -1.76
C -0.5879 -1.0205 0.0553 0.49 0.65 -0.40
C -1.1148 -1.5859 -1.2547 1.88 -0.01 0.88
O -1.4796 -0.2213 0.7306 -0.17 -0.48 0.32
H 3.3829 0.6903 1.7249 -0.34 0.66 -0.29
H 3.1786 -0.5977 0.4144 0.47 -0.49 0.80
H 0.7426 0.8508 1.2823 0.02 -0.18 1.58
H 1.3044 -1.4791 -0.4065 0.29 -0.90 0.53
H -1.5917 -2.5370 -1.0519 -0.77 0.13 -0.58
H -1.6014 -0.7803 -1.7694 -1.32 -0.03 0.00
H -0.2520 -1.7271 -1.9111 0.05 -0.60 0.18
H -1.4181 0.6875 0.4099 -0.15 0.24 -0.02
O -1.6709 2.6166 -0.0599 -0.15 0.60 -0.57
H -2.4202 3.2253 -0.0136 -0.17 -0.33 0.52
H -1.2785 2.9396 -0.8810 0.42 -0.35 0.03
```
Forces are in eV/Å.

Computed properties:
* structure (SMILES): C=C/C=C(/C)O.O
* charge: 0
* HOMO-LUMO gap: 8.387 eV



[11]
The following is a DFT calculation (ωB97M-V/def2-TZVPD) of a structure of composition C5H10O2.

The geometry in XYZ format:
```
17
Properties=species:S:1:pos:R:3:forces:R:3
C 2.4579 1.3770 -0.0718 0.44 0.04 -0.09
O 1.1734 1.4524 0.4991 -0.17 -0.09 0.04
C -0.1654 -1.1497 -0.6829 0.04 -0.11 0.05
C 0.1070 -1.7132 0.5002 0.23 -0.04 -0.10
O -1.1207 -1.5920 1.0953 -0.03 -0.04 0.10
C -1.5783 -0.9764 -0.1663 -0.30 0.16 -0.15
C -2.1472 0.4040 0.0592 -0.01 0.02 0.00
H 2.9676 0.4298 0.1606 -0.11 0.13 -0.01
H 2.4474 1.5012 -1.1657 -0.06 -0.01 0.17
H 3.0530 2.1874 0.3568 -0.05 -0.09 -0.09
H 0.3505 -0.9681 -1.6142 -0.08 -0.04 0.16
H 0.7175 0.6219 0.3003 0.04 0.12 0.01
H 0.9360 -2.1779 1.0251 -0.12 0.08 -0.10
H -2.3085 -1.6526 -0.6238 0.11 0.09 0.05
H -2.4062 0.8596 -0.9025 0.04 -0.07 0.11
H -3.0572 0.3432 0.6649 0.13 -0.01 -0.08
H -1.4267 1.0534 0.5656 -0.10 -0.11 -0.07
```
Forces are in eV/Å.

Computed properties:
* charge: 0
* HOMO-LUMO gap: 10.253 eV



[12]
The following is a DFT calculation (ωB97M-V/def2-TZVPD) of the molecule C5H10O2.

The geometry in XYZ format:
```
17
Properties=species:S:1:pos:R:3:forces:R:3
C 0.7189 0.1981 -0.1862 -0.60 -0.30 -0.20
C 1.2834 -1.0855 0.3741 0.00 -0.26 0.17
C 1.7258 1.3170 -0.2432 -0.02 0.00 0.04
C -1.5500 0.2308 0.4213 0.39 0.59 -0.71
C -1.6858 -0.6595 -0.6819 -0.18 -0.46 0.42
O -0.3792 0.6919 0.6877 -0.29 -0.30 0.19
O -2.5389 0.9484 0.9761 0.28 -0.24 -0.03
H -3.3838 0.5342 0.7620 0.08 -0.03 0.01
H -0.5229 -0.3111 -1.1657 0.46 0.62 0.24
H 0.6650 -1.9645 0.1753 -0.10 0.01 -0.03
H 1.4533 -1.0674 1.4611 -0.04 0.18 -0.04
H 2.2540 -1.2999 -0.0777 -0.04 0.14 -0.11
H 2.1997 1.5180 0.7297 -0.04 -0.02 -0.04
H 2.5190 1.0407 -0.9410 -0.05 0.00 0.01
H 1.2754 2.2435 -0.6019 0.02 -0.03 0.01
H -2.6627 -0.6455 -1.1630 0.01 0.11 -0.02
H -1.3713 -1.6891 -0.5267 0.11 -0.01 0.10
```
Forces are in eV/Å.

Computed properties:
* charge: 0
* HOMO-LUMO gap: 7.591 eV



Energy across the listed records, respectively: -346.8301, -346.9694, -346.9219, -346.8389, -346.8856, -346.9095, -346.8614, -346.9252, -346.9154, -346.9018, -346.9037, -346.8688 Eh.
Energy above the lowest of the compared OMol25 structures with the same formula, charge and spin across the listed records, respectively: 5.3143, 1.5240, 2.8161, 5.0762, 3.8045, 3.1553, 4.4627, 2.7282, 2.9947, 3.3653, 3.3115, 4.2620 eV.